1.
91
Properties=species:S:1:pos:R:3:nbo_charge:R:1 method="wB97M-V/def2-TZVPD" orbital_gap_ev=8.05 homo_ha=-0.390 charge=+1
Ca 0.1554 0.9668 -0.8501 1.7000
C 0.3063 5.0001 -1.3816 -0.5359
C -0.9114 4.9935 -0.4717 -0.5279
S -1.7092 3.3570 -0.2359 0.1508
C -1.6742 3.2044 1.5862 -0.5342
C -0.8180 2.0955 2.1741 -0.5467
S 0.9323 2.0000 1.6885 0.1253
C 1.5182 3.7180 1.8645 -0.5340
C 2.2311 4.2728 0.6265 -0.5423
S 1.5971 3.7808 -1.0042 0.1431
H 0.0227 4.7558 -2.4061 0.2389
H 0.7643 5.9894 -1.3813 0.2388
H -0.6632 5.3899 0.5104 0.2193
H -1.6732 5.6378 -0.9099 0.2457
H -1.4016 4.1791 1.9844 0.2205
H -2.7029 3.0073 1.8844 0.2737
H -0.8641 2.1580 3.2614 0.2433
H -1.2061 1.1263 1.8687 0.2667
H 0.6602 4.3265 2.1393 0.2246
H 2.2140 3.7260 2.7016 0.2473
H 2.2409 5.3624 0.6542 0.2431
H 3.2641 3.9266 0.6129 0.2423
C 5.5987 2.6199 -1.0862 -0.9733
Sb 3.9291 1.2784 -1.3637 0.9124
C 3.4555 1.9999 -3.3453 -0.9892
C 5.1343 -0.3566 -2.1605 -0.7529
C 5.3399 -1.4260 -1.1420 0.0436
C 6.3863 -1.3031 -0.2268 -0.2327
C 6.5870 -2.2362 0.7750 -0.2030
C 5.7323 -3.3246 0.8737 -0.2113
C 4.6957 -3.4638 -0.0316 -0.1938
C 4.4775 -2.5279 -1.0447 -0.0972
C 3.3527 -2.7446 -1.9990 -0.6932
Sb 1.5127 -1.6261 -1.5303 0.8227
C 0.2655 -3.3498 -1.8084 -0.9591
C 1.8335 -1.7252 0.5914 -0.9906
H 6.1458 2.3454 -0.1851 0.2339
H 5.2536 3.6494 -0.9927 0.2271
H 6.2606 2.5453 -1.9473 0.2333
H 4.2779 1.7473 -4.0129 0.2337
H 3.3249 3.0796 -3.3292 0.2352
H 2.5410 1.5315 -3.7128 0.2159
H 6.0804 0.0952 -2.4561 0.2397
H 4.6212 -0.7097 -3.0529 0.2295
H 7.0627 -0.4590 -0.3147 0.2073
H 7.4088 -2.1219 1.4694 0.2221
H 5.8845 -4.0683 1.6449 0.2227
H 4.0425 -4.3268 0.0371 0.2097
H 3.0173 -3.7798 -1.9555 0.2385
H 3.6239 -2.5218 -3.0298 0.2331
H 0.5758 -4.1228 -1.1067 0.2338
H 0.3880 -3.7154 -2.8270 0.2377
H -0.7803 -3.1010 -1.6387 0.2457
H 1.8209 -2.7682 0.9049 0.2436
H 1.0528 -1.1848 1.1273 0.2292
H 2.8082 -1.3015 0.8304 0.2461
O -1.3582 -0.2505 -0.3350 -1.4589
Si -2.7629 -0.8385 0.1978 1.9433
C -2.5002 -2.2642 1.4129 -0.5313
C -1.2974 -2.9675 1.4251 -0.2031
C -1.0852 -4.0412 2.2781 -0.2103
C -2.0915 -4.4350 3.1469 -0.2011
C -3.3072 -3.7645 3.1386 -0.2319
C -3.5097 -2.6967 2.2771 -0.1265
C -3.9390 -1.4689 -1.1327 -0.5344
C -5.2814 -1.6617 -0.7948 -0.1270
C -6.1834 -2.1870 -1.7064 -0.2290
C -5.7588 -2.5297 -2.9832 -0.1988
C -4.4317 -2.3447 -3.3391 -0.2161
C -3.5337 -1.8204 -2.4195 -0.1930
C -3.7799 0.4801 1.1272 -0.5338
C -4.5801 1.3833 0.4224 -0.1360
C -5.3634 2.3236 1.0791 -0.2432
C -5.3718 2.3753 2.4668 -0.2122
C -4.5880 1.4849 3.1904 -0.2224
C -3.8029 0.5532 2.5237 -0.2181
H -0.5177 -2.6603 0.7414 0.1977
H -0.1447 -4.5791 2.2603 0.2084
H -1.9315 -5.2620 3.8267 0.2181
H -4.1036 -4.0804 3.8008 0.2176
H -4.4743 -2.2013 2.2793 0.2014
H -5.6307 -1.3934 0.1964 0.2001
H -7.2189 -2.3247 -1.4220 0.2174
H -6.4617 -2.9404 -3.6965 0.2185
H -4.0975 -2.6100 -4.3345 0.2136
H -2.4965 -1.6780 -2.7093 0.1963
H -4.6115 1.3330 -0.6612 0.2104
H -5.9819 3.0077 0.5112 0.2199
H -5.9910 3.0967 2.9843 0.2217
H -4.5958 1.5070 4.2735 0.2190
H -3.2102 -0.1456 3.1038 0.2210

2.
93
Properties=species:S:1:pos:R:3:nbo_charge:R:1 method="wB97M-V/def2-TZVPD" orbital_gap_ev=5.90 homo_ha=-0.535 charge=+2
Sn 1.3761 -0.0336 -1.4167 1.6908
O 4.9392 2.1354 -2.2936 -0.5525
C 3.9709 1.4103 -2.3374 0.6251
N 3.4559 0.7313 -1.2802 -0.8022
C 3.7909 1.3271 -0.0235 -0.2962
C 2.8003 2.3866 0.3878 0.2285
C 3.1640 3.3559 1.3160 -0.2250
C 2.2112 4.2663 1.7348 -0.1128
C 0.9417 4.2125 1.1729 -0.2472
C 0.6846 3.2399 0.2271 0.0406
N 1.5823 2.3247 -0.1292 -0.5213
C 3.2545 1.1884 -3.6425 0.1085
C 3.9741 1.2815 -4.8264 -0.1780
C 3.2948 1.1202 -6.0227 -0.1136
C 1.9192 0.9380 -5.9878 -0.2159
C 1.2753 0.8910 -4.7618 0.0619
N 1.9417 0.9873 -3.6152 -0.5241
H 4.7819 1.7900 -0.1108 0.2805
H 3.8033 0.5723 0.7654 0.2123
H 4.1698 3.3761 1.7011 0.2468
H 2.4531 5.0120 2.4759 0.2483
H 0.1749 4.9088 1.4659 0.2480
H -0.2654 3.2036 -0.2843 0.2047
H 5.0359 1.4688 -4.7753 0.2661
H 3.8280 1.1385 -6.9630 0.2510
H 1.3464 0.8288 -6.8962 0.2531
H 0.2003 0.7686 -4.6901 0.2225
Cl 1.2210 -5.8972 -0.0460 0.0851
C 2.1746 -4.4766 0.0795 -0.0710
C 3.4978 -4.5385 0.5116 -0.1540
C 4.2249 -3.3639 0.5626 -0.1706
C 3.6159 -2.1765 0.1895 0.0275
N 2.3475 -2.1117 -0.2015 -0.5205
C 1.6460 -3.2371 -0.2625 0.0105
H 3.9407 -5.4824 0.7877 0.2583
H 5.2582 -3.3666 0.8710 0.2457
H 4.1724 -1.2556 0.1848 0.2139
H 0.6322 -3.1624 -0.6292 0.2217
S 1.1920 -2.0743 -3.2358 -0.0466
C -0.4220 -1.7964 -3.3639 0.0009
N -1.5448 -1.5321 -3.3625 -0.3619
C -3.2338 -4.1006 1.2660 -0.4114
C -3.5537 -3.3968 -0.0579 -0.3899
C -2.4922 -2.3413 -0.4028 -0.4153
C -1.9969 -1.6740 0.8766 -0.5566
C -1.2031 -2.6803 1.7221 -0.4106
C -1.7289 -4.1090 1.5073 -0.4049
P -1.0934 -0.0830 0.5275 1.3122
C -2.2581 1.1524 -0.2532 -0.5562
C -3.7434 0.9215 0.0465 -0.4025
C -4.5102 2.1905 -0.3619 -0.4009
C -4.0046 2.7927 -1.6786 -0.4070
C -3.2838 1.7404 -2.5106 -0.4027
C -2.0365 1.2450 -1.7725 -0.4295
C -0.5256 0.6638 2.1364 -0.5665
C -1.5525 0.5595 3.2695 -0.4075
C -1.1206 1.4991 4.4077 -0.3867
C 0.4028 1.6024 4.5378 -0.4097
C 1.0670 0.3089 4.0832 -0.4044
C 0.8224 0.0790 2.5848 -0.4046
H -3.6113 -5.1218 1.2420 0.2386
H -3.7240 -3.5942 2.0995 0.1990
H -4.5355 -2.9280 0.0041 0.2152
H -3.5919 -4.1211 -0.8706 0.2282
H -2.9102 -1.6262 -1.1122 0.2311
H -1.6470 -2.8229 -0.8982 0.2063
H -2.8720 -1.3365 1.4517 0.2665
H -1.2844 -2.4247 2.7798 0.2213
H -0.1448 -2.6550 1.4542 0.2052
H -1.4901 -4.7083 2.3848 0.2351
H -1.2379 -4.5729 0.6517 0.2024
H -1.9809 2.1037 0.2192 0.2366
H -3.9108 0.7430 1.1096 0.2166
H -4.1179 0.0633 -0.5084 0.2186
H -4.4414 2.9353 0.4325 0.2132
H -5.5630 1.9241 -0.4595 0.2339
H -3.3254 3.6244 -1.4824 0.1946
H -4.8367 3.1937 -2.2560 0.2401
H -2.9931 2.1624 -3.4717 0.2318
H -3.9555 0.9070 -2.7124 0.2155
H -1.1961 1.9224 -1.9721 0.2023
H -1.7820 0.2599 -2.1800 0.2491
H -0.3874 1.7275 1.9082 0.2490
H -1.5847 -0.4647 3.6375 0.2122
H -2.5551 0.8354 2.9363 0.2190
H -1.5409 1.1088 5.3347 0.2302
H -1.5398 2.4924 4.2476 0.2142
H 0.6680 1.8119 5.5727 0.2399
H 0.7798 2.4336 3.9388 0.1913
H 0.6739 -0.5245 4.6672 0.2113
H 2.1391 0.3499 4.2736 0.2285
H 0.8737 -0.9893 2.3743 0.2165
H 1.6094 0.5619 2.0003 0.2028